# 1
C26H30O7 in the gas phase, computed with ωB97M-V/def2-TZVPD.

E_tot = -1535.30112 Ha
SMILES = COc1ccc(/C=C2\CCC/C(=C\c3ccc(OC)c(OC)c3OC)C2=O)c(OC)c1OC
LUMO level = 0.2 eV
Kohn-Sham gap = 8.1 eV
HOMO = -7.8 eV

Each line ends with the Löwdin charge.
Geometry (Å):
C -8.05 -2.36 -0.71  -0.077
O -7.56 -1.04 -0.71  -0.086
C -6.27 -0.83 -0.32  -0.198
C -5.38 -1.83 0.02  -0.016
C -4.10 -1.50 0.42  -0.021
C -3.67 -0.19 0.51  -0.125
C -2.35 0.20 0.97  0.041
C -1.16 -0.41 0.80  -0.126
C -0.96 -1.70 0.06  -0.150
C 0.50 -1.95 -0.33  -0.174
C 1.18 -0.64 -0.68  -0.132
C 1.27 0.17 0.57  -0.140
C 2.36 0.79 1.04  0.043
C 3.72 0.77 0.49  -0.142
C 4.37 1.98 0.27  -0.025
C 5.66 2.01 -0.22  -0.018
C 6.35 0.84 -0.49  -0.189
O 7.65 0.82 -0.95  -0.107
C 8.29 2.04 -1.21  -0.080
C 5.71 -0.39 -0.29  -0.120
O 6.28 -1.62 -0.50  -0.076
C 7.22 -1.79 -1.53  -0.064
C 4.40 -0.41 0.22  -0.160
O 3.77 -1.62 0.44  -0.100
C 4.29 -2.39 1.50  -0.054
C 0.01 0.32 1.33  -0.317
O -0.07 1.05 2.31  0.078
C -4.58 0.85 0.17  -0.137
O -4.07 2.10 0.28  -0.062
C -4.88 3.25 0.22  -0.054
C -5.87 0.52 -0.26  -0.129
O -6.78 1.52 -0.59  -0.117
C -7.15 1.56 -1.95  -0.068
H -8.00 -2.81 0.28  0.098
H -9.09 -2.29 -1.02  0.095
H -7.51 -2.99 -1.43  0.097
H -5.68 -2.86 0.00  0.103
H -3.43 -2.30 0.71  0.105
H -2.33 1.16 1.48  0.126
H -1.59 -1.68 -0.83  0.124
H -1.30 -2.53 0.68  0.112
H 1.04 -2.41 0.50  0.114
H 0.53 -2.65 -1.17  0.114
H 0.59 -0.10 -1.42  0.135
H 2.17 -0.82 -1.10  0.108
H 2.23 1.39 1.93  0.130
H 3.86 2.90 0.49  0.119
H 6.13 2.97 -0.37  0.102
H 9.28 1.77 -1.58  0.095
H 8.40 2.64 -0.30  0.097
H 7.76 2.62 -1.97  0.098
H 7.27 -2.87 -1.71  0.095
H 8.21 -1.43 -1.24  0.088
H 6.91 -1.28 -2.45  0.102
H 3.71 -3.31 1.51  0.093
H 5.34 -2.63 1.35  0.086
H 4.16 -1.87 2.45  0.100
H -5.76 3.15 0.86  0.101
H -5.20 3.47 -0.80  0.091
H -4.25 4.06 0.59  0.097
H -7.82 2.42 -2.05  0.095
H -6.28 1.71 -2.60  0.099
H -7.68 0.65 -2.26  0.084

# 2
A molecular structure, C26H30OPPtS3Se2 in a non-equilibrium geometry, computed with ωB97M-V/def2-TZVPD.

E_tot = -7541.87070 Ha
Charge = +1
LUMO level = -4.5 eV
Kohn-Sham gap = 6.3 eV
HOMO = -10.8 eV

Each line ends with the Löwdin charge.
Geometry (Å):
Pt 0.30 -0.44 0.15  0.357
C -3.86 2.14 2.35  -0.518
C -3.69 2.56 0.90  -0.491
S -2.37 1.62 0.04  0.898
C -1.03 2.83 -0.19  -0.521
C -0.42 3.32 1.10  -0.500
S 0.43 1.97 2.00  0.807
C -0.13 2.23 3.72  -0.495
C -1.56 1.82 4.02  -0.505
S -2.81 3.07 3.52  0.888
H -3.64 1.07 2.46  0.051
H -4.88 2.32 2.67  0.071
H -3.48 3.62 0.81  0.077
H -4.60 2.34 0.34  0.071
H -1.43 3.66 -0.77  0.086
H -0.30 2.28 -0.80  0.060
H -1.19 3.71 1.77  0.016
H 0.32 4.09 0.90  0.085
H 0.05 3.28 3.97  0.085
H 0.55 1.62 4.31  0.078
H -1.68 1.70 5.09  0.072
H -1.80 0.88 3.52  0.056
Se 1.22 -2.18 -1.85  0.500
P 3.00 -1.95 -0.60  0.310
Se 2.54 -0.34 0.89  0.382
C 3.19 -3.51 0.34  -0.402
C 4.25 -4.40 0.28  -0.071
C 4.20 -5.58 1.01  -0.065
C 3.11 -5.87 1.81  -0.060
C 2.04 -4.98 1.87  -0.060
C 2.09 -3.81 1.14  -0.148
C 4.35 -1.27 -1.63  -0.401
C 5.58 -1.84 -1.94  -0.070
C 6.46 -1.14 -2.75  -0.065
C 6.14 0.10 -3.25  -0.058
C 4.91 0.67 -2.95  -0.057
C 4.02 -0.01 -2.15  -0.153
H 5.12 -4.21 -0.33  0.086
H 5.03 -6.27 0.97  0.112
H 3.08 -6.79 2.37  0.112
H 1.19 -5.20 2.48  0.111
H 1.25 -3.12 1.18  0.062
H 5.87 -2.80 -1.56  0.087
H 7.42 -1.58 -2.98  0.112
H 6.84 0.64 -3.87  0.112
H 4.65 1.65 -3.33  0.113
H 3.06 0.43 -1.91  0.069
C -2.98 -1.68 -2.64  0.019
C -2.33 -1.28 -1.35  -0.419
O -1.31 -0.59 -1.37  -0.238
C -2.97 -1.69 -0.09  -0.179
C -4.30 -2.12 -0.03  -0.007
C -4.89 -2.39 1.18  -0.055
C -4.17 -2.26 2.36  -0.053
C -2.84 -1.87 2.32  -0.069
C -2.25 -1.60 1.11  -0.071
H -2.31 -1.41 -3.46  0.096
H -3.92 -1.14 -2.77  0.103
H -3.18 -2.75 -2.67  0.104
H -4.88 -2.22 -0.94  0.115
H -5.92 -2.71 1.22  0.113
H -4.65 -2.46 3.31  0.114
H -2.27 -1.80 3.24  0.112
H -1.18 -1.29 1.07  0.021

# 3
A molecular structure, C26H31BClCrN11Si, computed with ωB97M-V/def2-TZVPD.

E_tot = -3430.69335 Ha
Charge = +1
LUMO level (spin up / spin down) = -3.6 / -3.2 eV
⟨S²⟩ = 0.7594
Kohn-Sham gap (spin up / spin down) = 7.1 / 7.5 eV
Multiplicity = 2
HOMO (spin up / spin down) = -10.7 / -10.7 eV

Each line ends with the Löwdin spin population.
Geometry (Å):
Cr 0.29 -0.18 -0.14  0.962
C -1.82 3.00 1.84  0.001
C -1.39 2.31 0.71  0.005
N -0.78 1.18 1.05  -0.005
N -0.77 1.13 2.41  -0.001
C -1.41 2.21 2.89  0.007
B 0.10 0.03 3.05  0.000
N -0.36 -1.33 2.49  0.002
C -0.87 -2.37 3.15  0.000
C -0.97 -3.44 2.28  0.000
C -0.49 -2.95 1.08  0.000
N -0.14 -1.66 1.20  0.004
N 1.53 0.31 2.50  -0.001
C 2.62 0.67 3.18  0.012
C 3.59 1.05 2.28  0.003
C 2.99 0.90 1.04  0.009
N 1.74 0.45 1.17  -0.005
N 0.16 -0.05 4.56  0.000
C -0.34 0.68 5.59  0.000
C 0.13 0.14 6.76  0.000
C 0.93 -0.94 6.35  0.000
N 0.94 -1.06 5.03  0.000
H -2.35 3.93 1.88  0.000
H -1.47 2.60 -0.31  0.000
H -1.52 2.39 3.94  0.000
H -1.10 -2.30 4.20  0.000
H -1.33 -4.43 2.50  0.000
H -0.37 -3.47 0.15  0.000
H 2.64 0.61 4.26  0.001
H 4.59 1.39 2.50  0.000
H 3.39 1.14 0.08  0.000
H -0.98 1.52 5.46  0.000
H -0.07 0.48 7.76  0.000
H 1.48 -1.64 6.95  0.000
C 3.67 -1.18 -1.29  0.000
C 2.94 -0.06 -1.97  0.000
C 3.46 0.63 -3.04  -0.001
C 2.66 1.59 -3.68  0.002
C 1.37 1.83 -3.29  0.001
C 0.85 1.08 -2.20  0.007
N 1.68 0.21 -1.55  -0.002
N -0.36 1.03 -1.65  -0.002
Si -1.82 1.47 -2.57  -0.001
C -3.36 0.98 -1.62  0.000
C -1.76 0.54 -4.19  0.000
C -1.92 3.30 -2.96  -0.001
H 3.75 -2.03 -1.97  0.000
H 3.15 -1.52 -0.39  0.000
H 4.68 -0.89 -1.02  0.000
H 4.45 0.41 -3.39  0.000
H 3.07 2.15 -4.51  0.000
H 0.75 2.55 -3.80  0.000
H -3.71 -0.02 -1.89  0.000
H -4.16 1.67 -1.88  0.000
H -3.23 1.02 -0.54  0.000
H -1.37 -0.47 -4.07  0.000
H -1.11 1.04 -4.92  0.000
H -2.75 0.46 -4.64  0.000
H -2.13 3.93 -2.09  0.000
H -2.75 3.44 -3.66  0.000
H -1.03 3.70 -3.44  0.000
Cl -4.10 -3.11 -2.09  0.000
C -2.42 -2.80 -2.28  0.000
C -1.68 -3.40 -3.29  0.000
C -0.34 -3.09 -3.37  0.000
C 0.22 -2.20 -2.47  0.000
N -0.50 -1.63 -1.49  0.002
C -1.80 -1.94 -1.40  0.001
H -2.16 -4.08 -3.98  0.000
H 0.28 -3.53 -4.14  0.000
H 1.26 -1.94 -2.53  0.000
H -2.36 -1.47 -0.60  0.000

# 4
A molecular structure, C26H31Br2N2O2STb in a non-equilibrium geometry, computed with ωB97M-V/def2-TZVPD.

E_tot = -7639.97888 Ha
LUMO level (spin up / spin down) = -0.4 / -0.3 eV
⟨S²⟩ = 12.1332
Kohn-Sham gap (spin up / spin down) = 5.5 / 5.6 eV
Multiplicity = 7
HOMO (spin up / spin down) = -5.8 / -5.9 eV

Each line ends with the Löwdin spin population.
Geometry (Å):
Tb 0.71 -0.65 0.24  6.125
C 4.03 0.82 -0.24  0.001
C 3.99 -0.57 -0.79  0.001
C 5.06 -1.09 -1.57  0.000
C 4.95 -2.33 -2.11  0.000
C 3.80 -3.13 -1.87  0.000
C 3.62 -4.43 -2.39  0.000
Br 4.92 -5.21 -3.52  0.000
C 2.50 -5.14 -2.08  0.000
C 1.52 -4.58 -1.24  0.000
Br 0.00 -5.63 -0.85  0.000
C 1.61 -3.32 -0.69  0.002
O 0.70 -2.81 0.10  -0.005
C 2.81 -2.57 -1.04  0.001
N 2.92 -1.29 -0.55  0.002
H 4.95 1.34 -0.51  0.000
H 3.95 0.80 0.84  0.000
H 3.19 1.41 -0.62  0.001
H 5.93 -0.48 -1.75  0.000
H 5.74 -2.73 -2.73  0.000
H 2.35 -6.13 -2.48  0.000
C -1.87 4.03 0.65  0.000
C -1.31 3.65 -0.72  -0.002
C -1.23 4.87 -1.63  0.000
C -2.09 2.49 -1.31  -0.008
C -3.25 2.71 -2.03  0.000
C -3.99 1.65 -2.56  -0.004
C -3.54 0.36 -2.35  0.001
C -2.38 0.10 -1.62  -0.004
C -1.92 -1.32 -1.36  0.005
C -2.25 -1.75 0.08  0.004
C -2.45 -2.36 -2.33  0.000
C -1.63 1.17 -1.07  -0.010
N -0.50 0.91 -0.32  -0.121
H -1.30 4.84 1.11  0.000
H -1.85 3.17 1.32  0.000
H -2.92 4.35 0.57  0.000
H -0.30 3.26 -0.55  -0.001
H -2.19 5.38 -1.72  0.000
H -0.91 4.59 -2.63  0.000
H -0.52 5.60 -1.23  0.000
H -3.59 3.72 -2.20  0.000
H -4.90 1.84 -3.13  0.000
H -4.11 -0.47 -2.77  0.000
H -0.84 -1.33 -1.50  0.005
H -3.34 -1.78 0.17  0.000
H -1.90 -1.01 0.81  0.002
H -1.84 -2.73 0.32  0.000
H -3.53 -2.51 -2.20  0.000
H -1.97 -3.32 -2.16  0.000
H -2.29 -2.07 -3.37  0.000
O 1.12 -0.38 2.40  0.001
S -0.22 -0.43 3.18  0.004
C 0.23 -0.53 4.92  0.001
C 0.30 0.90 5.44  0.000
C -0.88 1.62 4.78  0.000
C -0.80 1.28 3.29  0.000
H 1.16 -1.10 4.93  0.000
H -0.55 -1.12 5.41  0.000
H 1.24 1.36 5.14  0.000
H 0.25 0.92 6.53  0.000
H -0.85 2.70 4.91  0.000
H -1.82 1.26 5.20  0.000
H -0.03 1.83 2.75  0.000
H -1.72 1.36 2.72  0.000

Which of these has the lowest E_tot?
C26H31Br2N2O2STb

Please write out number 2 again, unchanged.
A molecular structure, C26H30OPPtS3Se2 in a non-equilibrium geometry, computed with ωB97M-V/def2-TZVPD.

E_tot = -7541.87070 Ha
Charge = +1
LUMO level = -4.5 eV
Kohn-Sham gap = 6.3 eV
HOMO = -10.8 eV

Each line ends with the Löwdin charge.
Geometry (Å):
Pt 0.30 -0.44 0.15  0.357
C -3.86 2.14 2.35  -0.518
C -3.69 2.56 0.90  -0.491
S -2.37 1.62 0.04  0.898
C -1.03 2.83 -0.19  -0.521
C -0.42 3.32 1.10  -0.500
S 0.43 1.97 2.00  0.807
C -0.13 2.23 3.72  -0.495
C -1.56 1.82 4.02  -0.505
S -2.81 3.07 3.52  0.888
H -3.64 1.07 2.46  0.051
H -4.88 2.32 2.67  0.071
H -3.48 3.62 0.81  0.077
H -4.60 2.34 0.34  0.071
H -1.43 3.66 -0.77  0.086
H -0.30 2.28 -0.80  0.060
H -1.19 3.71 1.77  0.016
H 0.32 4.09 0.90  0.085
H 0.05 3.28 3.97  0.085
H 0.55 1.62 4.31  0.078
H -1.68 1.70 5.09  0.072
H -1.80 0.88 3.52  0.056
Se 1.22 -2.18 -1.85  0.500
P 3.00 -1.95 -0.60  0.310
Se 2.54 -0.34 0.89  0.382
C 3.19 -3.51 0.34  -0.402
C 4.25 -4.40 0.28  -0.071
C 4.20 -5.58 1.01  -0.065
C 3.11 -5.87 1.81  -0.060
C 2.04 -4.98 1.87  -0.060
C 2.09 -3.81 1.14  -0.148
C 4.35 -1.27 -1.63  -0.401
C 5.58 -1.84 -1.94  -0.070
C 6.46 -1.14 -2.75  -0.065
C 6.14 0.10 -3.25  -0.058
C 4.91 0.67 -2.95  -0.057
C 4.02 -0.01 -2.15  -0.153
H 5.12 -4.21 -0.33  0.086
H 5.03 -6.27 0.97  0.112
H 3.08 -6.79 2.37  0.112
H 1.19 -5.20 2.48  0.111
H 1.25 -3.12 1.18  0.062
H 5.87 -2.80 -1.56  0.087
H 7.42 -1.58 -2.98  0.112
H 6.84 0.64 -3.87  0.112
H 4.65 1.65 -3.33  0.113
H 3.06 0.43 -1.91  0.069
C -2.98 -1.68 -2.64  0.019
C -2.33 -1.28 -1.35  -0.419
O -1.31 -0.59 -1.37  -0.238
C -2.97 -1.69 -0.09  -0.179
C -4.30 -2.12 -0.03  -0.007
C -4.89 -2.39 1.18  -0.055
C -4.17 -2.26 2.36  -0.053
C -2.84 -1.87 2.32  -0.069
C -2.25 -1.60 1.11  -0.071
H -2.31 -1.41 -3.46  0.096
H -3.92 -1.14 -2.77  0.103
H -3.18 -2.75 -2.67  0.104
H -4.88 -2.22 -0.94  0.115
H -5.92 -2.71 1.22  0.113
H -4.65 -2.46 3.31  0.114
H -2.27 -1.80 3.24  0.112
H -1.18 -1.29 1.07  0.021

Among the records above, which one has the lowest E_tot?
C26H31Br2N2O2STb

Which of these has the highest E_tot?
C26H30O7